Entry 1:
Below is a molecular structure, C3H2CoLiO3 at a distorted geometry, with properties calculated with ωB97M-V with the def2-TZVPD basis set.

## Properties
lowest unoccupied orbital energy (spin up / spin down)	-0.0515 / -0.0527	Ha
expectation value of S²	6.01
HOMO-LUMO gap (spin up / spin down)	4.16 / 6.97	eV
DFT total energy	-47110.4832	eV
energy relative to the best compared isomer or geometry (same formula, charge and spin)	0.000	eV

The geometry in ORCA input format:
```
! wB97M-V def2-TZVPD RIJCOSX def2/J DEFGRID3
* xyz 0 5
O 2.452 -0.193 -0.473
O -0.361 0.302 -0.792
C -1.697 0.152 -0.669
C 0.479 0.210 0.363
O -2.133 -0.020 0.497
C 1.513 -0.727 0.240
Li -2.745 0.341 -2.462
H 1.938 -1.214 1.141
H 1.402 1.150 0.145
Co -0.848 0.001 2.011
*
```

=====

Entry 2:
Below is C3H2F2O in the gas phase at a distorted geometry, with properties calculated with ωB97M-V with the def2-TZVPD basis set.

## Properties
lowest unoccupied orbital energy	0.0202	Ha
HOMO-LUMO gap	11.53	eV
DFT total energy	-10624.5116	eV
energy relative to the best compared isomer or geometry (same formula, charge and spin)	0.464	eV

The geometry in ORCA input format:
```
! wB97M-V def2-TZVPD RIJCOSX def2/J DEFGRID3
* xyz 0 1
C 0.422 -0.513 -0.003
C -0.381 0.519 0.217
C -0.028 -1.514 -1.285
O 0.566 -2.535 -1.434
F -0.067 1.495 1.140
F -0.986 -1.035 -2.081
H 1.392 -0.768 0.499
H -1.237 0.974 -0.308
*
```

=====

Entry 3:
Below is 2 unconnected molecules or ions with the total composition C3H2F2O at a distorted geometry, with properties calculated with ωB97M-V with the def2-TZVPD basis set.

## Properties
lowest unoccupied orbital energy (spin up / spin down)	-0.0295 / -0.0294	Ha
HOMO-LUMO gap (spin up / spin down)	9.77 / 9.77	eV
DFT total energy	-10621.4791	eV
energy relative to the best compared isomer or geometry (same formula, charge and spin)	3.497	eV

The geometry in ORCA input format:
```
! wB97M-V def2-TZVPD RIJCOSX def2/J DEFGRID3
* xyz 0 1
C 1.920 0.232 -0.590
C 0.753 0.004 -0.389
C -0.547 -0.221 0.085
O -0.776 -0.369 1.335
F -1.399 1.649 -0.111
F -1.294 -0.757 -0.905
H 2.935 0.309 -0.828
H -1.593 -0.846 1.403
*
```

=====

Entry 4:
Below is C3H2F4N4O4 in the gas phase at a distorted geometry, with properties calculated with ωB97M-V with the def2-TZVPD basis set.

## Properties
lowest unoccupied orbital energy	-0.0012	Ha
HOMO-LUMO gap	11.63	eV
DFT total energy	-28154.6510	eV

The geometry in ORCA input format:
```
! wB97M-V def2-TZVPD RIJCOSX def2/J DEFGRID3
* xyz 0 1
C 1.017 -1.783 1.026
C -2.309 0.553 0.731
C 1.451 1.715 -0.338
N 1.426 -2.164 2.001
N 0.596 -1.128 -0.066
N -0.184 0.157 0.029
N 0.381 -1.827 -1.285
O 0.798 -2.917 -1.439
O -0.168 -1.141 -2.060
O -1.113 0.019 1.033
O 0.780 1.069 0.655
F -2.739 -0.217 -0.297
F 2.249 2.548 0.240
F 0.721 2.322 -1.152
F 2.356 0.870 -1.005
H -2.352 1.490 0.303
H -2.909 0.432 1.624
*
```

=====

Entry 5:
Below is a molecular structure, C3H2FInO2 at a distorted geometry, with properties calculated with ωB97M-V with the def2-TZVPD basis set.

## Properties
lowest unoccupied orbital energy (spin up / spin down)	-0.4801 / -0.4593	Ha
HOMO-LUMO gap (spin up / spin down)	7.45 / 7.31	eV
DFT total energy	-15103.9853	eV
energy relative to the best compared isomer or geometry (same formula, charge and spin)	0.000	eV

The geometry in ORCA input format:
```
! wB97M-V def2-TZVPD RIJCOSX def2/J DEFGRID3
* xyz 2 1
C -0.443 0.826 -0.378
C 0.815 -0.919 1.258
O -0.898 0.409 0.699
O 0.768 0.318 -0.706
C 1.527 -0.203 0.338
H 1.000 -0.886 2.332
F 0.234 -2.098 0.868
H 2.345 0.434 0.670
In -1.437 1.714 -1.883
*
```

=====

Entry 6:
Below is a molecular structure, C3H2FLiO3Tl at a distorted geometry, with properties calculated with ωB97M-V with the def2-TZVPD basis set.

## Properties
lowest unoccupied orbital energy (spin up / spin down)	-0.3238 / -0.5028	Ha
expectation value of S²	0.76
HOMO-LUMO gap (spin up / spin down)	9.16 / 4.03	eV
DFT total energy	-16882.7501	eV
energy relative to the best compared isomer or geometry (same formula, charge and spin)	1.156	eV

The geometry in ORCA input format:
```
! wB97M-V def2-TZVPD RIJCOSX def2/J DEFGRID3
* xyz 2 2
O 1.583 1.120 0.087
C 0.407 1.458 0.096
C -0.512 -0.758 -0.267
O -0.598 0.424 0.353
O -0.141 2.530 -0.184
C -0.195 -1.931 0.279
Li 2.469 -0.380 0.715
F -0.727 -0.632 -1.574
H -0.145 -2.824 -0.342
H -0.071 -1.994 1.359
Tl -2.069 2.987 -0.522
*
```

=====

Entry 7:
Below is C3H2FN in the gas phase at a distorted geometry, with properties calculated with ωB97M-V with the def2-TZVPD basis set.

## Properties
lowest unoccupied orbital energy	0.0095	Ha
HOMO-LUMO gap	9.71	eV
DFT total energy	-7346.1462	eV
energy relative to the best compared isomer or geometry (same formula, charge and spin)	3.569	eV

The geometry in ORCA input format:
```
! wB97M-V def2-TZVPD RIJCOSX def2/J DEFGRID3
* xyz 0 1
C -0.045 0.700 -0.340
C 0.902 -0.052 0.619
C -0.934 -0.308 -0.332
N 0.212 -1.102 0.776
F -1.980 -0.924 -0.873
H 0.010 1.615 -1.039
H 1.834 0.069 1.189
*
```

=====

Entry 8:
Below is 2 unconnected molecules or ions with the total composition C3H2FN3O at a distorted geometry, with properties calculated with ωB97M-V with the def2-TZVPD basis set.

## Properties
lowest unoccupied orbital energy	0.0216	Ha
HOMO-LUMO gap	10.91	eV
DFT total energy	-12378.4329	eV
energy relative to the best compared isomer or geometry (same formula, charge and spin)	0.000	eV

The geometry in ORCA input format:
```
! wB97M-V def2-TZVPD RIJCOSX def2/J DEFGRID3
* xyz 0 1
C -1.169 -0.292 0.188
C -0.941 0.946 -0.578
C 0.112 1.593 -0.173
H -1.518 1.194 -1.450
H 1.015 2.859 0.876
N 1.165 2.047 0.203
N 1.817 -1.503 -0.708
N 2.409 -1.058 0.138
O -0.537 -0.769 1.067
F -2.328 -0.864 -0.223
*
```